# 1
{"formula": "C28H22BBrCl5N6O3Sc", "method": "wB97M-V/def2-TZVPD", "e_homo_ev": -8.46, "lumo_ev": -0.42, "homo_lumo_gap_ev": 8.04, "de_lowest_ev": 0.3020, "symbols": ["Sc", "O", "C", "C", "C", "C", "C", "C", "C", "O", "N", "N", "C", "C", "Br", "C", "C", "C", "C", "C", "C", "C", "H", "H", "H", "H", "H", "H", "H", "H", "H", "H", "H", "H", "H", "H", "B", "N", "C", "C", "C", "N", "N", "C", "C", "C", "N", "H", "H", "H", "H", "H", "H", "H", "H", "Cl", "C", "C", "Cl", "C", "Cl", "C", "O", "C", "Cl", "C", "Cl"], "positions_angstrom": [[0.10849, -1.08008, -0.61626], [-0.78601, 4.20235, -3.24643], [-1.81548, 3.30568, -3.07192], [-3.07099, 3.72322, -3.49583], [-4.16493, 2.89164, -3.33603], [-4.01294, 1.63497, -2.75613], [-2.75813, 1.23339, -2.33393], [-1.64674, 2.05785, -2.48227], [-0.30592, 1.60332, -1.92889], [-0.11705, 0.26454, -1.97061], [-0.19240, 2.05640, -0.51092], [0.05093, 1.16632, 0.44989], [0.30548, 1.58165, 1.63446], [0.53191, 0.68507, 2.76026], [-0.15840, -1.06351, 2.53945], [1.12146, 0.98816, 3.91028], [1.78427, 2.27180, 4.21480], [2.51459, 2.97557, 3.25774], [3.12608, 4.17959, 3.57968], [3.02211, 4.69479, 4.86471], [2.31015, 3.99416, 5.83052], [1.70156, 2.79171, 5.50835], [0.06025, 3.75033, -3.18323], [-3.16284, 4.70040, -3.95577], [-5.13953, 3.22349, -3.67315], [-4.86529, 0.97730, -2.63304], [-2.61880, 0.26769, -1.86700], [0.50407, 2.10831, -2.46952], [-0.17717, 3.04055, -0.28965], [0.35721, 2.64845, 1.84163], [1.12134, 0.24124, 4.69624], [2.63300, 2.55698, 2.26324], [3.69819, 4.70948, 2.82751], [3.50117, 5.63364, 5.11514], [2.23355, 4.38400, 6.83831], [1.14961, 2.24314, 6.26399], [2.81731, -3.28973, -0.85826], [3.20227, -1.85120, -0.37158], [4.43520, -1.38261, -0.17720], [4.37247, -0.00446, -0.01351], [3.02028, 0.28501, -0.12726], [2.31166, -0.83155, -0.34229], [1.66333, -3.83309, 0.03029], [1.57345, -5.01632, 0.64467], [0.29834, -5.14632, 1.17495], [-0.34099, -3.96363, 0.81732], [0.49022, -3.17525, 0.12911], [3.78357, -4.00294, -0.72396], [2.42816, -3.20578, -2.00903], [5.27859, -2.05618, -0.18180], [5.18487, 0.68193, 0.16222], [2.52575, 1.24061, -0.06495], [2.41681, -5.68855, 0.65693], [-0.10763, -5.97392, 1.73256], [-1.34982, -3.63762, 1.02406], [-5.24857, -4.55387, -4.10814], [-4.22459, -3.68206, -3.03333], [-2.87733, -3.50802, -3.33305], [-2.21057, -4.16443, -4.77725], [-2.06418, -2.79983, -2.46085], [-0.36886, -2.59692, -2.81500], [-2.54701, -2.24078, -1.27306], [-1.77476, -1.55850, -0.45866], [-3.90322, -2.44026, -0.98565], [-4.49986, -1.75653, 0.48070], [-4.73246, -3.14302, -1.85062], [-6.39518, -3.34778, -1.46299]], "forces_ev_per_angstrom": [[0.4, 0.6, 0.7], [-0.1, 0.0, 0.1], [0.0, 0.1, 0.0], [-0.1, 0.0, -0.1], [0.0, 0.0, 0.0], [0.0, 0.0, 0.0], [0.0, 0.0, 0.0], [0.0, -0.1, 0.1], [-0.1, -0.1, 0.2], [0.0, 0.4, -0.4], [0.1, -0.2, -0.1], [-0.1, -0.1, -0.3], [0.0, 0.0, 0.2], [-0.2, 0.0, -0.4], [0.0, -0.1, -0.2], [0.3, 0.3, 0.3], [-0.1, 0.0, 0.0], [0.1, 0.0, -0.1], [0.0, 0.0, 0.0], [0.0, 0.0, 0.0], [0.0, 0.0, 0.0], [0.0, 0.0, 0.0], [0.0, 0.0, 0.0], [0.0, -0.1, 0.0], [0.0, 0.0, 0.0], [0.0, 0.0, 0.0], [0.0, 0.0, 0.0], [0.2, 0.1, -0.1], [0.0, 0.1, 0.1], [0.0, 0.0, 0.0], [0.0, 0.1, 0.0], [0.1, 0.0, 0.1], [0.0, 0.0, 0.0], [0.0, 0.0, 0.0], [0.0, 0.0, 0.0], [0.0, 0.0, 0.0], [0.0, 0.0, 0.0], [0.0, 0.0, 0.0], [0.0, 0.0, 0.0], [0.0, 0.0, 0.0], [0.0, 0.0, 0.0], [0.5, -0.1, 0.0], [0.0, 0.0, 0.0], [0.0, 0.0, 0.0], [0.0, 0.0, 0.0], [0.0, 0.0, 0.1], [0.2, -0.3, 0.0], [-0.1, 0.1, 0.0], [0.0, 0.0, 0.1], [-0.1, 0.1, 0.0], [-0.1, -0.1, 0.0], [0.0, 0.0, 0.0], [0.0, 0.1, 0.0], [0.0, 0.0, 0.0], [0.0, 0.0, 0.0], [0.0, 0.0, 0.0], [0.0, 0.0, 0.0], [0.1, 0.0, -0.1], [0.0, 0.0, 0.0], [0.2, -0.1, -0.1], [-0.3, -0.2, -0.2], [0.1, 0.1, 0.2], [-0.8, -0.5, -0.2], [-0.2, 0.1, 0.1], [0.0, 0.0, -0.1], [0.0, 0.0, 0.0], [0.0, 0.0, 0.0]]}

---

# 2
{"formula": "H20N2O11", "method": "wB97M-V/def2-TZVPD", "e_homo_ev": -9.74, "lumo_ev": -1.22, "homo_lumo_gap_ev": 8.52, "de_lowest_ev": 2.5262, "symbols": ["N", "H", "H", "H", "H", "N", "O", "O", "O", "O", "H", "H", "O", "H", "H", "O", "H", "H", "O", "H", "H", "O", "H", "H", "O", "H", "H", "O", "H", "H", "O", "H", "H"], "positions_angstrom": [[33.17000, 5.24300, 38.12300], [33.00700, 4.81900, 38.96800], [33.28400, 6.16900, 38.42400], [32.35100, 5.24300, 37.58300], [33.96700, 5.10900, 37.65600], [32.65300, 7.39300, 35.40300], [33.37800, 6.54000, 34.91600], [31.39400, 7.18200, 35.38500], [33.00100, 7.93600, 36.43100], [29.80300, 8.15500, 37.63400], [30.25700, 8.49400, 38.44400], [30.43300, 7.89800, 37.00500], [34.80000, 3.95100, 35.10700], [34.16600, 4.62600, 35.02000], [35.72300, 4.33600, 35.26600], [34.09700, 5.43700, 32.55800], [33.36800, 5.02900, 32.31200], [33.87800, 6.07100, 33.23200], [33.37400, 10.96800, 34.61300], [33.10500, 10.02700, 34.39000], [34.24800, 10.83500, 34.91000], [30.61500, 8.81300, 33.00900], [29.84400, 8.52800, 33.70500], [30.21700, 9.13200, 32.16400], [30.84000, 4.18200, 35.48500], [30.13700, 4.21700, 36.25400], [30.85400, 5.09400, 35.44900], [34.95300, 10.48800, 37.04100], [34.52600, 11.35400, 37.12900], [34.47900, 9.93100, 37.64200], [35.85300, 7.02800, 36.82400], [35.99100, 7.60800, 37.57800], [35.18600, 7.66200, 36.54400]], "forces_ev_per_angstrom": [[-2.6, 2.3, 1.2], [0.0, -2.5, 2.3], [0.0, 2.6, 0.2], [-1.5, -0.4, -1.7], [4.2, -1.8, -2.8], [-3.8, -5.1, 4.0], [1.8, 0.3, -2.5], [-0.8, 0.9, -2.2], [2.6, 3.7, 1.8], [-1.4, 0.8, 3.0], [-0.4, -0.4, -1.4], [1.9, -0.4, -1.7], [3.2, -1.4, 1.4], [-0.8, 1.7, -0.5], [-2.4, -0.4, -0.6], [5.8, 2.5, 0.9], [-5.4, -2.9, -1.7], [-0.4, 0.3, 0.3], [-2.0, -1.6, -1.1], [0.1, 1.8, 0.3], [1.7, -0.1, 0.7], [-2.7, -0.7, 1.7], [2.8, 1.2, -3.0], [0.0, -0.5, 1.3], [-2.4, -2.4, 3.6], [1.6, -1.1, -2.1], [0.9, 3.9, -1.4], [0.6, 0.8, -0.2], [0.1, -0.3, -0.1], [-0.6, -0.5, 0.4], [-0.5, 0.7, 0.9], [1.4, -0.5, 1.0], [-1.1, -0.4, -1.8]]}

---

What is the formula in the second record? H20N2O11

---

What is the formula in the first record? C28H22BBrCl5N6O3Sc